Record 1
ORCA calculation (ωB97M-V with the def2-TZVPD basis set) on a structure of composition C14H14F5N5OS3TeZn.

XYZ file:
```
44
Properties=species:S:1:pos:R:3:forces:R:3
Zn 0.26592 -0.81668 0.46808 -0.235 0.226 -0.158
C 4.09738 -4.54628 1.70242 0.021 -0.005 -0.013
S 2.52280 -4.24136 2.51941 0.004 0.003 0.013
C 2.00324 -2.76375 1.76139 -0.079 0.096 -0.066
S 0.46197 -2.18903 2.33964 0.207 -0.078 -0.034
N 2.78658 -2.23290 0.86490 0.093 -0.022 0.203
N 2.28797 -1.09139 0.29533 0.062 -0.243 0.272
C 3.10738 -0.31697 -0.28334 -0.055 -0.058 -0.144
C 2.59476 0.89215 -0.93492 0.013 0.044 0.004
C 3.45408 1.71269 -1.64992 0.011 -0.019 -0.011
C 2.94476 2.85020 -2.25383 -0.012 -0.002 -0.002
C 1.59845 3.12658 -2.10821 -0.007 -0.004 0.007
C 0.81636 2.24938 -1.36855 -0.006 0.025 -0.005
N 1.28811 1.15116 -0.79255 0.023 0.015 0.034
H 4.48354 -5.46715 2.13635 -0.011 -0.003 0.007
H 4.79191 -3.73112 1.88683 -0.004 0.001 -0.001
H 3.95645 -4.67275 0.63248 -0.004 0.006 0.000
H 4.16614 -0.55629 -0.32025 0.003 -0.001 0.009
H 4.50057 1.45122 -1.73252 -0.004 -0.002 0.000
H 3.58784 3.50576 -2.82548 0.000 0.001 0.001
H 1.14821 4.00193 -2.55406 0.001 -0.001 -0.002
H -0.23722 2.45591 -1.23757 -0.006 -0.014 0.005
N -5.81027 1.88346 2.61060 0.007 -0.036 -0.007
C -5.00689 2.48311 1.71824 -0.013 0.044 -0.003
S -5.34607 3.91929 1.00481 0.003 -0.010 0.004
C -3.73151 1.75703 1.44600 0.002 -0.010 -0.024
C -3.22781 1.67935 0.15311 -0.016 0.012 0.026
C -2.04715 0.99978 -0.06155 -0.060 -0.121 -0.006
N -1.34559 0.44577 0.93337 -0.061 -0.044 0.097
C -1.82840 0.51040 2.17283 0.075 0.153 0.021
C -3.01861 1.14902 2.47200 0.009 0.009 0.016
H -6.69632 2.31119 2.82270 0.001 0.007 -0.002
H -5.64807 0.93509 2.90486 -0.001 0.003 0.007
H -3.76295 2.13395 -0.66793 0.001 0.000 -0.003
H -1.65568 0.84755 -1.05844 -0.004 0.024 -0.003
H -1.23059 0.04039 2.94420 -0.009 -0.009 0.005
H -3.35782 1.19506 3.49787 0.003 -0.005 0.001
F -0.48458 -0.03054 -3.05915 0.014 -0.018 0.028
Te -0.44253 -1.87331 -2.68508 0.071 0.002 -0.055
F 0.03510 -2.05584 -4.47098 -0.105 0.009 0.046
F 1.40573 -1.75911 -2.40459 -0.025 0.003 0.016
F -0.37429 -3.72650 -2.61493 0.051 0.083 0.059
F -2.20275 -1.98035 -3.26414 -0.004 0.023 0.086
O -0.85017 -1.63612 -0.93944 0.046 -0.085 -0.427
```
Positions in Å, forces in eV/Å.

Energy above the lowest of the compared OMol25 structures with the same formula, charge and spin: 0.0 kJ/mol

***

Record 2
ORCA calculation (ωB97M-V with the def2-TZVPD basis set) on the ion C4H9N3 with charge +2 in a non-equilibrium geometry.

XYZ file:
```
16
Properties=species:S:1:pos:R:3:forces:R:3
C -0.55076 -1.88607 0.39850 1.792 1.956 -0.227
C 0.60167 -1.34947 -0.01964 0.053 -3.612 0.042
N 0.87575 -0.03144 -0.06503 -1.770 5.270 0.342
C 2.01797 0.56588 0.10311 0.183 -4.215 -0.515
C -0.46737 0.76680 -0.20134 1.339 -0.851 0.250
N -0.90977 1.42697 0.84352 -0.468 0.247 -1.199
N -1.19269 0.57474 -1.26191 4.066 -2.636 -1.983
H -0.48448 -2.93427 0.44854 -0.958 -1.220 0.246
H -1.30619 -1.19163 0.75243 -0.519 -0.965 0.081
H 1.46380 -1.91296 -0.32489 0.116 -0.620 0.034
H 2.11475 1.56309 0.00890 -0.007 3.502 -0.128
H 2.96447 -0.03100 0.20931 -1.170 0.307 0.045
H -1.82160 1.94543 0.81827 1.189 -0.534 0.186
H -0.29671 1.54571 1.61276 0.313 0.301 1.082
H -2.03917 0.98209 -1.17847 -3.791 1.513 -0.558
H -0.96967 -0.03388 -2.14406 -0.367 1.557 2.303
```
Positions in Å, forces in eV/Å.

Charge: +2
Energy above the lowest of the compared OMol25 structures with the same formula, charge and spin: 176.9 kJ/mol

***

Record 3
ORCA calculation (ωB97M-V with the def2-TZVPD basis set) on a cluster of 2 separate species, C5H11NO2 in total in a non-equilibrium geometry.

XYZ file:
```
19
Properties=species:S:1:pos:R:3:forces:R:3
C -0.12307 -0.55834 -0.40153 0.063 0.008 0.172
C 1.26048 0.02172 -0.69559 -0.159 -0.013 0.018
C -0.87670 0.28538 0.66415 -0.029 0.081 -0.676
C -0.02466 -2.00029 0.08006 0.029 0.142 -0.061
C -0.63350 1.66402 0.71598 -1.391 0.307 -0.009
O -0.82125 -0.47794 -1.65575 0.095 0.028 0.202
O 1.17244 1.32487 -1.25603 -0.129 -0.091 0.047
N -0.77826 2.76455 1.14062 0.974 -0.781 -0.130
H -1.68837 -0.89047 -1.56855 0.069 0.014 0.019
H 0.59007 1.25816 -2.02411 0.034 -0.004 0.038
H -0.29405 3.61687 0.89790 -0.224 0.061 -0.036
H 1.81042 0.11651 0.24090 -0.001 -0.052 0.008
H 1.78385 -0.65966 -1.37508 -0.016 0.024 0.052
H -0.25430 0.07576 1.72659 1.036 0.366 0.477
H -1.95341 0.06773 0.60586 0.063 0.256 -0.088
H 0.83820 0.46549 2.29967 -0.400 -0.426 -0.037
H 0.56551 -2.04977 0.99669 -0.016 0.038 0.007
H -1.01787 -2.40472 0.29245 0.009 0.021 -0.002
H 0.44448 -2.61989 -0.68422 -0.005 0.022 -0.001
```
Positions in Å, forces in eV/Å.

Energy above the lowest of the compared OMol25 structures with the same formula, charge and spin: 587.3 kJ/mol

***

Record 4
ORCA calculation (ωB97M-V with the def2-TZVPD basis set) on a structure of composition CH2ClFN2O in a non-equilibrium geometry.

XYZ file:
```
8
Properties=species:S:1:pos:R:3:forces:R:3
C -0.16760 0.67091 0.07101 3.555 -1.328 -0.959
N -1.31376 0.07017 -0.07525 -0.981 -0.181 -0.006
N 1.16022 -0.62274 -0.48495 -2.586 1.579 0.227
O 0.27269 1.71654 0.36021 -0.566 0.223 0.150
F 0.90910 -1.60736 0.50898 0.254 -0.210 0.263
Cl 2.66024 0.09117 -0.16332 0.068 0.033 0.304
H -1.35479 -0.90654 -0.31353 0.115 0.038 -0.003
H -2.16611 0.58784 0.09686 0.140 -0.153 0.024
```
Positions in Å, forces in eV/Å.

Energy above the lowest of the compared OMol25 structures with the same formula, charge and spin: 69.7 kJ/mol

***

Record 5
ORCA calculation (ωB97M-V with the def2-TZVPD basis set) on the molecule C5H7NO.

XYZ file:
```
14
Properties=species:S:1:pos:R:3:forces:R:3
C -1.51282 0.77156 0.62591 -0.093 0.045 0.649
N -0.40057 0.57975 1.20110 -0.594 -0.035 -0.054
C 0.11795 -0.76911 1.08445 0.018 -0.132 0.001
C 1.17960 -0.74875 -0.02848 0.053 0.060 0.061
C 0.84767 0.20132 -1.14831 -0.055 -0.008 -0.310
C -0.18940 0.95133 -1.44658 0.187 0.393 -0.805
O -0.97492 1.68259 -1.92183 0.402 -0.503 0.453
H -1.90778 1.78027 0.52779 -0.035 -0.069 0.221
H -2.10876 -0.04095 0.18554 0.098 0.051 0.016
H -0.68193 -1.48902 0.84699 0.109 0.099 -0.044
H 0.57831 -1.06800 2.03231 -0.069 0.043 -0.188
H 1.32221 -1.75681 -0.44381 -0.078 0.182 0.208
H 2.14005 -0.45283 0.40600 -0.093 0.038 -0.078
H 1.59040 0.35863 -1.92108 0.150 -0.164 -0.130
```
Positions in Å, forces in eV/Å.

Energy above the lowest of the compared OMol25 structures with the same formula, charge and spin: 223.3 kJ/mol